285
Properties=species:S:1:pos:R:3 method="wB97M-V/def2-TZVPD" energy_ha=-8243.93634 max_force_ev_per_a=5.8 total_charge=0 orbital_gap_ev=8.47
C 9.0442 9.8217 26.1931
C 10.2670 9.1342 26.7921
C 9.9511 8.2726 28.0435
O 10.6296 7.0805 27.7589
C 10.9825 6.9857 26.5148
O 11.4156 5.9374 25.9680
O 10.7366 8.1777 25.8843
H 8.2324 9.1084 26.0508
H 9.3027 10.2842 25.2406
H 8.5438 10.6314 26.7242
H 11.0094 9.9096 26.9811
H 8.8871 8.1373 28.2374
H 10.5502 8.6006 28.8930
C 5.8593 6.2738 25.0117
C 7.3729 6.2604 25.3746
C 8.0800 4.9425 25.6925
O 8.6770 4.6693 24.3870
C 8.6280 5.7342 23.6136
O 9.0452 5.7383 22.3957
O 8.0882 6.7778 24.2934
H 5.5593 7.2989 24.7940
H 5.2608 6.0683 25.8992
H 5.6020 5.5356 24.2521
H 7.5373 7.0021 26.1562
H 7.3404 4.1540 25.8313
H 8.7601 4.8998 26.5433
C 13.2213 13.7591 17.5855
C 13.1181 12.2662 17.8698
C 11.7598 11.6871 18.1547
O 11.6363 10.7362 17.0651
C 12.7679 10.6220 16.3282
O 12.9742 9.8956 15.4454
O 13.6574 11.4948 16.8375
H 12.7402 14.1883 16.7066
H 14.2643 13.9834 17.3619
H 12.9949 14.3586 18.4672
H 13.6881 12.0039 18.7611
H 11.0278 12.4947 18.1555
H 11.7270 11.0610 19.0463
C 5.3182 6.8222 15.5421
C 5.1628 7.9394 14.5270
C 6.3900 8.2574 13.7008
O 5.9572 8.0052 12.3918
C 4.8382 7.2899 12.4224
O 4.3584 6.7456 11.4305
O 4.2122 7.4339 13.6101
H 6.0297 7.1047 16.3180
H 5.6520 5.8791 15.1093
H 4.3973 6.7052 16.1133
H 4.8159 8.8693 14.9777
H 7.2812 7.6726 13.9284
H 6.5905 9.3096 13.9024
C 11.6363 11.8818 24.0862
C 13.1142 12.1044 23.6230
C 13.3529 13.3206 22.6834
O 14.6345 13.7034 23.0311
C 14.9583 13.2708 24.2371
O 16.0242 13.5395 24.8017
O 13.9233 12.5535 24.6941
H 11.4395 11.1252 24.8458
H 10.9858 11.6709 23.2373
H 11.2924 12.8476 24.4562
H 13.6668 11.2379 23.2600
H 12.6640 14.1602 22.7762
H 13.3252 13.0014 21.6416
C 13.2242 5.8751 22.8138
C 12.4668 6.8888 21.9346
C 11.6906 7.8725 22.8216
O 11.8486 9.0804 22.1385
C 12.8671 9.0156 21.3001
O 13.3933 10.0093 20.7686
O 13.3138 7.7937 21.2395
H 13.7644 6.3224 23.6482
H 13.9551 5.2762 22.2705
H 12.5880 5.1570 23.3312
H 11.7277 6.3890 21.3084
H 12.3164 8.0000 23.7048
H 10.6883 7.4836 23.0014
C 2.7607 5.3058 18.3934
C 1.3372 4.7895 18.1649
C 1.2064 3.5047 17.3461
O 0.5219 2.6982 18.2153
C 0.3182 3.1832 19.4297
O -0.1552 2.6010 20.3412
O 0.9073 4.4239 19.4628
H 3.1288 5.7055 17.4484
H 3.4131 4.5261 18.7864
H 2.7980 6.1604 19.0689
H 0.6602 5.5169 17.7169
H 2.1760 3.1026 17.0525
H 0.6226 3.5830 16.4290
C 3.0387 13.8778 26.7632
C 4.2450 12.9900 26.3140
C 4.4218 12.8913 24.7989
O 5.8159 12.9133 24.6680
C 6.3640 13.3722 25.7568
O 7.5687 13.6388 25.9825
O 5.4448 13.6534 26.6520
H 2.1358 13.3158 26.5244
H 3.0705 14.9213 26.4499
H 3.0146 14.0446 27.8401
H 4.1967 11.9967 26.7603
H 3.8831 13.6700 24.2590
H 4.0938 11.9449 24.3689
C 2.1162 9.1481 16.5213
C 2.5722 9.1445 17.9951
C 2.6106 10.5391 18.6403
O 1.9691 10.4078 19.8501
C 1.4156 9.1758 19.9614
O 0.7831 8.7653 20.9194
O 1.7190 8.4105 18.8817
H 1.1548 9.6236 16.3267
H 2.0729 8.1686 16.0450
H 2.7964 9.5810 15.7879
H 3.5264 8.6216 18.0601
H 2.2399 11.3423 18.0034
H 3.6740 10.7575 18.7371
C 4.7546 -0.2973 22.5288
C 4.5654 0.2834 21.0786
C 3.2794 1.0691 20.7330
O 3.5985 2.4155 20.8172
C 4.9329 2.5184 20.7720
O 5.5049 3.6009 20.7128
O 5.4552 1.3361 21.0900
H 5.7669 -0.6733 22.6774
H 4.1975 -1.2148 22.7183
H 4.3777 0.3723 23.3018
H 4.8817 -0.3625 20.2596
H 2.4165 0.8504 21.3620
H 2.9332 0.9515 19.7062
C 7.9450 11.3527 16.4389
C 6.8694 12.3485 16.9313
C 7.2551 13.3703 17.9957
O 6.4775 14.5304 17.5753
C 6.2432 14.4289 16.2678
O 5.8094 15.2614 15.4996
O 6.7323 13.2402 15.8399
H 8.0598 10.4585 17.0516
H 8.9317 11.8007 16.3213
H 7.6112 10.9158 15.4977
H 5.9068 11.8972 17.1712
H 8.3377 13.4930 17.9648
H 6.8712 13.0001 18.9463
C 3.5008 14.6050 19.3266
C 2.1881 14.3876 20.1167
C 1.4913 15.7127 20.5594
O 0.7318 16.1047 19.4593
C 0.4231 15.0475 18.7667
O -0.4462 15.0460 17.8987
O 1.1529 14.0039 19.1598
H 3.4345 15.4813 18.6817
H 3.8489 13.8004 18.6789
H 4.3143 14.8487 20.0099
H 2.2719 13.5668 20.8290
H 2.1952 16.5304 20.7144
H 0.9013 15.5877 21.4674
C 12.6522 7.2354 18.0678
C 11.3261 6.7135 17.6995
C 10.1994 7.1998 18.6246
O 9.2124 7.6221 17.6752
C 9.6822 7.7197 16.4917
O 9.1774 8.2854 15.5717
O 10.9740 7.3336 16.4686
H 12.6320 8.2453 18.4775
H 13.4342 7.2132 17.3089
H 12.9287 6.5786 18.8925
H 11.3647 5.6256 17.6428
H 10.5020 7.9938 19.3073
H 9.9058 6.2964 19.1591
O 10.9825 14.1129 20.2111
P 10.4959 15.5310 20.4650
N 9.1444 15.5944 21.4633
C 7.8286 15.5540 20.8386
C 9.1034 14.8793 22.7299
N 10.1496 16.5294 19.0759
C 9.8990 15.8620 17.7549
C 9.8262 17.9370 19.1386
N 11.6423 16.4775 21.3012
C 13.0860 16.3105 20.9778
C 11.4114 17.6431 22.1601
H 7.5733 16.5592 20.5031
H 7.0410 15.3604 21.5668
H 7.6650 14.8510 20.0217
H 8.3134 15.1383 23.4348
H 9.9606 15.1395 23.3508
H 9.1441 13.8110 22.5174
H 10.7572 16.0396 17.1068
H 9.8168 14.7889 17.9279
H 8.9993 16.2568 17.2832
H 9.8961 18.3503 18.1325
H 8.8122 18.1233 19.4922
H 10.5342 18.4048 19.8227
H 13.4127 17.1272 20.3342
H 13.5931 16.0937 21.9180
H 13.2514 15.4381 20.3456
H 11.7619 18.5520 21.6710
H 11.9804 17.5461 23.0847
H 10.3903 17.7741 22.5183
O 2.6807 5.7263 25.8272
P 1.7175 4.8907 25.0842
N 1.1067 5.5423 23.6131
C 2.0455 6.1314 22.6847
C -0.0522 4.9415 22.9210
N 0.2809 4.6237 26.0137
C -0.6111 5.7666 26.1989
C 0.3371 3.6955 27.2266
N 2.4052 3.3602 24.7426
C 1.6387 2.3792 23.9091
C 3.8416 3.2515 24.5086
H 2.7089 6.8436 23.1754
H 1.6147 6.6073 21.8038
H 2.7615 5.3707 22.3734
H -0.7635 4.6008 23.6734
H 0.2745 4.0614 22.3671
H -0.6063 5.6309 22.2839
H -1.6380 5.4884 26.4360
H -0.2677 6.4096 27.0094
H -0.7094 6.4266 25.3370
H -0.6238 3.8014 27.7301
H 0.5641 2.7071 26.8271
H 1.1789 3.9357 27.8760
H 0.6548 2.3453 24.3771
H 1.6521 2.6656 22.8575
H 2.0416 1.3848 24.1017
H 4.4361 3.5759 25.3627
H 4.0944 3.8796 23.6545
H 4.1729 2.2464 24.2474
O 5.9301 10.0368 18.9067
P 6.1300 9.4626 20.2826
N 7.6979 9.7354 20.9382
C 8.5401 10.7926 20.3192
C 8.3051 9.1653 22.1605
N 5.8392 7.7495 20.4438
C 6.7732 6.8740 19.7170
C 4.7089 7.1224 21.1200
N 5.1303 10.2199 21.3814
C 4.8159 11.6724 21.2817
C 5.0933 9.7690 22.7887
H 9.0403 11.3242 21.1288
H 7.9757 11.5500 19.7753
H 9.2838 10.3302 19.6702
H 7.6849 8.3813 22.5951
H 8.4471 9.9288 22.9253
H 9.2387 8.7153 21.8230
H 6.6580 7.1318 18.6642
H 7.8147 7.0059 20.0104
H 6.5578 5.8137 19.8489
H 3.7948 7.7103 21.0370
H 4.4373 6.1868 20.6310
H 4.9613 6.9235 22.1615
H 4.7218 12.0942 20.2810
H 3.9751 11.9421 21.9209
H 5.6879 12.1934 21.6770
H 6.0045 10.0037 23.3388
H 4.9691 8.6974 22.9443
H 4.3078 10.3600 23.2597
O 1.8175 12.2607 23.2966
P 0.5311 11.8037 23.8769
N -0.2396 13.0036 24.8229
C -1.3291 12.7133 25.8205
C 0.0449 14.3632 24.5723
N 0.6234 10.3845 24.8803
C 1.0701 9.1505 24.3044
C 1.0677 10.5442 26.2834
N -0.6669 11.4745 22.7303
C -0.5336 12.1287 21.3722
C -2.0008 11.1772 23.0541
H -1.5384 11.6475 25.9119
H -2.2574 13.2017 25.5243
H -0.9771 13.1306 26.7639
H 0.9067 14.7253 25.1330
H -0.8257 14.9953 24.7470
H 0.3142 14.4791 23.5224
H 0.7789 8.3188 24.9459
H 0.5702 9.1534 23.3358
H 2.1545 9.1300 24.1958
H 0.7587 9.6958 26.8940
H 2.1486 10.6840 26.2994
H 0.6377 11.4135 26.7810
H -1.1206 11.5149 20.6890
H -0.9152 13.1443 21.2674
H 0.5310 12.1360 21.1387
H -1.9531 10.3712 23.7864
H -2.6596 11.0095 22.2020
H -2.3675 12.0247 23.6331